Entry one
DFT (ωB97M-V/def2-TZVPD) results for C31H57BClN5O19V as an isolated structure.

Atoms and positions in Å:
O 0.228 1.500 -1.531
V 1.262 1.682 -0.378
O 1.007 0.569 0.719
N 2.968 4.287 -1.896
O 2.799 5.501 -1.706
O 4.109 3.853 -2.107
O 1.970 3.505 -1.938
N 3.905 3.123 1.073
O 2.702 2.783 0.779
O 4.792 2.276 1.060
O 4.128 4.304 1.324
Cl 3.279 0.237 -1.394
O 2.572 8.135 2.393
C 1.663 7.361 2.454
O 1.000 6.760 1.489
B -0.103 5.994 2.076
O 0.048 6.054 3.521
C 0.977 6.979 3.801
O 1.229 7.363 4.909
O -1.463 6.479 1.690
C -2.067 5.679 0.841
O -3.171 5.800 0.397
C -1.113 4.469 0.670
O -0.094 4.615 1.490
O -1.350 3.461 0.056
C 0.617 -4.031 -2.591
C 0.001 -4.051 -1.185
C 0.915 -3.211 -0.292
C 0.291 -2.609 0.957
C -1.015 -1.928 0.635
C -2.014 -2.810 -0.098
N -1.330 -3.388 -1.279
O -2.237 -4.264 -1.941
C -2.577 -3.791 0.946
C -3.144 -1.949 -0.640
C -0.166 -5.474 -0.628
H 0.025 -4.631 -3.294
H 1.464 -4.722 -2.483
H 0.837 -3.015 -2.903
H 1.751 -3.819 0.076
H 1.422 -2.435 -0.872
H 1.050 -2.020 1.473
H 0.143 -3.378 1.740
H -0.716 -1.068 0.034
H -1.459 -1.553 1.561
H -3.190 -3.272 1.685
H -3.217 -4.515 0.421
H -1.916 -4.440 1.520
H -3.686 -1.521 0.215
H -2.765 -1.220 -1.346
H -4.002 -2.540 -0.988
H -0.520 -5.292 0.387
H 0.780 -6.008 -0.517
H -0.913 -6.066 -1.150
H -2.674 -3.716 -2.605
C -3.002 -2.763 -6.524
C -1.516 -2.475 -6.267
C -0.907 -1.914 -7.543
C -1.254 -0.438 -7.712
C -0.878 0.333 -6.471
C -1.517 -0.191 -5.173
N -1.274 -1.636 -5.098
O -1.864 -2.172 -3.933
C -0.752 0.483 -4.036
C -2.986 0.291 -5.125
C -0.810 -3.814 -5.970
H -3.550 -3.106 -5.644
H -3.101 -3.352 -7.435
H -3.537 -1.818 -6.673
H 0.179 -2.050 -7.596
H -1.269 -2.445 -8.431
H -2.333 -0.346 -7.892
H -0.835 -0.081 -8.659
H -1.224 1.369 -6.570
H 0.201 0.470 -6.367
H 0.316 0.280 -4.007
H -0.886 1.566 -4.104
H -1.214 0.260 -3.074
H -2.962 1.356 -4.897
H -3.415 0.288 -6.131
H -3.541 -0.292 -4.393
H -1.313 -4.265 -5.115
H 0.255 -3.646 -5.827
H -0.970 -4.490 -6.816
H -1.120 -2.545 -3.443
C 2.919 2.973 6.555
C 1.756 2.036 6.149
C 1.282 2.532 4.752
C 0.574 1.490 3.898
C 1.283 0.134 3.969
C 1.560 -0.385 5.362
N 2.234 0.658 6.145
O 2.714 0.234 7.385
C 0.222 -0.764 6.052
C 2.499 -1.568 5.268
C 0.604 2.246 7.155
H 3.538 3.317 5.735
H 3.539 2.507 7.323
H 2.413 3.814 7.036
H 0.709 3.449 4.887
H 2.212 2.814 4.255
H 0.761 1.757 2.863
H -0.497 1.463 4.105
H 2.207 0.247 3.398
H 0.627 -0.564 3.443
H -0.019 -1.807 5.803
H 0.205 -0.653 7.136
H -0.645 -0.257 5.622
H 2.181 -2.400 4.631
H 3.439 -1.185 4.860
H 2.802 -2.094 6.180
H 0.325 3.295 7.248
H 0.905 1.995 8.185
H -0.249 1.620 6.905
H 1.952 0.201 7.990

Calculated values
LUMO level = 4.90 eV
Total charge = -3
Kohn-Sham gap = 5.37 eV

Results of the Mulliken charge analysis, in e, for atoms 1 through 5: -0.479 1.001 -0.080 0.863 -0.657

=====

Entry two
DFT (ωB97M-V/def2-TZVPD) results for C31H57BClN5O19V as an isolated structure.

Atoms and positions in Å:
O 2.485 3.117 -1.037
V 2.038 1.808 -1.785
O 0.516 1.290 -1.424
N 6.285 -0.659 -3.985
O 5.722 -0.059 -3.093
O 5.909 -0.570 -5.153
O 7.137 -1.549 -3.655
N 2.221 -3.505 -5.483
O 2.969 -4.342 -5.153
O 1.996 -2.568 -4.819
O 1.860 -3.443 -6.684
Cl 1.545 3.231 -5.576
O 5.648 -7.670 -0.984
C 4.831 -7.007 -0.327
O 4.936 -5.800 0.011
B 3.753 -5.456 0.866
O 2.951 -6.699 0.992
C 3.535 -7.661 0.281
O 3.133 -8.798 0.226
O 3.053 -4.222 0.498
C 3.312 -3.369 1.444
O 3.050 -2.155 1.376
C 4.146 -4.050 2.598
O 4.396 -5.300 2.172
O 4.263 -3.597 3.693
C -3.138 -8.653 -0.945
C -4.020 -7.410 -0.603
C -3.139 -6.107 -0.476
C -2.532 -5.595 -1.764
C -3.640 -5.483 -2.845
C -4.632 -6.656 -3.053
N -4.974 -7.177 -1.698
O -5.970 -8.132 -1.711
C -5.882 -6.079 -3.775
C -3.930 -7.778 -4.029
C -4.586 -7.754 0.803
H -2.534 -8.456 -1.830
H -3.715 -9.563 -1.108
H -2.439 -8.798 -0.121
H -3.823 -5.328 -0.138
H -2.489 -6.327 0.371
H -1.692 -6.165 -2.160
H -2.061 -4.631 -1.572
H -3.072 -5.400 -3.772
H -4.280 -4.609 -2.722
H -5.651 -5.440 -4.628
H -6.485 -6.924 -4.106
H -6.636 -5.571 -3.174
H -4.464 -8.727 -4.070
H -3.929 -7.460 -5.072
H -2.880 -7.745 -3.738
H -5.514 -7.184 0.848
H -3.844 -7.768 1.602
H -4.824 -8.817 0.763
H -6.746 -7.593 -1.543
C -7.058 4.315 -0.494
C -6.897 3.708 0.875
C -7.795 4.607 1.831
C -9.231 4.274 1.725
C -9.408 2.786 2.131
C -8.654 1.830 1.154
N -7.186 2.243 0.973
O -6.479 1.494 0.027
C -8.659 0.397 1.796
C -9.596 1.749 -0.063
C -5.451 3.891 1.209
H -6.903 5.391 -0.406
H -8.086 4.206 -0.838
H -6.473 4.008 -1.361
H -7.300 4.605 2.802
H -7.819 5.660 1.552
H -9.536 4.340 0.680
H -9.937 4.978 2.166
H -10.431 2.411 2.162
H -8.998 2.578 3.120
H -8.684 -0.508 1.189
H -7.858 0.242 2.519
H -9.640 0.141 2.195
H -10.643 1.512 0.127
H -9.735 2.632 -0.687
H -9.284 0.991 -0.781
H -5.139 3.512 2.182
H -4.952 4.838 1.004
H -4.860 3.150 0.670
H -5.995 0.876 0.578
C 8.579 6.717 -0.214
C 8.492 7.570 1.098
C 7.097 7.049 1.801
C 7.312 5.704 2.741
C 8.595 5.889 3.632
C 9.916 6.176 2.886
N 9.753 7.385 1.999
O 10.937 7.810 1.318
C 10.919 6.530 4.015
C 10.167 4.803 2.138
C 8.366 9.070 0.789
H 9.320 7.107 -0.912
H 7.632 6.819 -0.744
H 8.665 5.662 0.045
H 6.659 7.734 2.527
H 6.337 6.820 1.055
H 7.214 4.783 2.166
H 6.589 5.650 3.555
H 8.800 5.094 4.349
H 8.367 6.794 4.196
H 11.570 5.791 4.483
H 11.715 7.179 3.651
H 10.460 7.063 4.848
H 11.079 4.955 1.561
H 10.348 4.132 2.978
H 9.518 4.321 1.407
H 7.550 9.256 0.090
H 9.237 9.448 0.253
H 8.073 9.656 1.660
H 11.252 8.542 1.853

Calculated values
LUMO level = 2.05 eV
Total charge = -3
Kohn-Sham gap = 2.21 eV

Results of the Mulliken charge analysis, in e, for atoms 1 through 5: -0.649 1.835 -0.631 0.969 -0.642

=====

Which structure is the least stable? The one labeled entry two.